(1)
Formula: C25H34FN2ORuS2
Source: the Open Molecules 2025 dataset
Level of theory: ωB97M-V with the def2-TZVPD basis set

Geometry as XYZ:
```
66
Properties=species:S:1:pos:R:3:forces:R:3:lowdin_charge:R:1
Ru -0.40771 -0.62444 0.11835 0.338 1.866 -2.312 0.846
C -1.26942 3.12675 -2.84591 0.206 -0.049 -0.052 -0.143
C -1.11825 1.77465 -2.21156 -0.424 -1.016 -0.786 -0.824
S -0.12935 1.73445 -0.80565 -0.591 -2.641 1.132 0.668
C -1.68116 0.65946 -2.77586 0.585 1.125 0.580 -0.815
C -2.42916 0.72452 -4.07310 0.121 -0.091 -0.037 -0.141
S -1.53988 -0.92394 -2.10858 0.936 -0.011 2.621 0.648
H -0.87433 3.88889 -2.18011 -0.016 0.162 -0.027 0.052
H -2.31331 3.35162 -3.05972 -0.067 0.045 0.002 0.073
H -0.71608 3.16763 -3.78414 0.015 0.121 -0.117 0.084
H -3.11673 1.56795 -4.10537 -0.084 0.022 0.020 0.071
H -2.98651 -0.19795 -4.21508 -0.110 0.002 -0.150 0.053
H -1.72648 0.83764 -4.89966 -0.033 -0.011 -0.157 0.085
C 3.36372 -3.99394 -1.52799 -0.088 0.154 0.104 -0.050
C 2.00853 -3.28577 -1.58368 0.157 0.067 -0.097 -0.368
C 1.54770 -3.11600 -3.03354 -0.047 0.091 0.246 -0.063
C 0.97241 -4.03378 -0.77099 -0.217 0.333 0.237 -0.140
C 0.57187 -5.29976 -1.16050 0.011 -0.085 0.013 -0.036
C -0.40098 -5.99299 -0.46250 -0.030 0.065 0.022 -0.069
C -1.03449 -5.38346 0.60533 -0.035 -0.150 -0.124 -0.045
C -0.68816 -4.10811 1.02556 0.272 0.204 -0.021 -0.144
C -1.52163 -3.47527 2.12183 0.083 0.213 -0.013 -0.357
C -2.58128 -2.58343 1.46083 0.283 -0.136 0.089 -0.052
C -0.73247 -2.69505 3.17621 -0.079 0.057 -0.061 -0.066
C 0.36513 -3.43744 0.36273 -0.041 -1.333 -0.398 -0.217
N 0.84237 -2.21618 0.81584 -2.288 1.863 -0.941 -0.086
C 2.09798 -2.09982 1.28695 1.031 0.435 0.364 -0.260
C 2.89679 -3.18585 1.70335 -0.491 0.276 -0.094 -0.035
C 4.17440 -2.98234 2.17686 0.273 0.154 0.121 -0.101
C 4.71405 -1.70705 2.26317 0.002 -0.109 0.050 -0.102
C 3.94600 -0.61265 1.88735 -0.115 0.050 -0.007 -0.021
C 2.67157 -0.82130 1.42636 -0.192 -0.412 -0.057 -0.202
F 1.88687 0.24064 1.05000 0.311 -0.145 0.312 -0.035
H 4.11442 -3.42571 -2.07240 0.091 0.057 -0.095 0.081
H 3.29629 -4.98451 -1.97134 0.010 -0.152 -0.085 0.076
H 3.69777 -4.09702 -0.49879 0.093 -0.060 -0.007 0.058
H 2.12405 -2.27371 -1.17256 -0.027 -0.296 -0.037 0.123
H 1.44721 -4.07473 -3.53529 0.001 -0.147 -0.090 0.073
H 2.27406 -2.51606 -3.57813 0.054 0.044 -0.106 0.081
H 0.58668 -2.60619 -3.06051 -0.056 0.029 -0.104 0.029
H 1.03055 -5.75828 -2.02293 0.091 -0.067 -0.129 0.109
H -0.67685 -6.99456 -0.76002 -0.037 -0.050 -0.033 0.101
H -1.82077 -5.91328 1.12588 -0.083 -0.016 0.078 0.110
H -2.05053 -4.28944 2.63507 0.091 0.066 -0.110 0.131
H -2.08968 -1.79347 0.84837 -0.346 -0.249 0.150 0.004
H -3.20708 -2.10064 2.21077 -0.036 0.160 0.029 0.075
H -3.21440 -3.16816 0.79571 -0.010 0.074 -0.138 0.089
H -0.41251 -1.72593 2.78630 -0.041 -0.142 0.231 0.049
H 0.15173 -3.24820 3.48848 0.084 0.017 0.043 0.084
H -1.35535 -2.52426 4.05409 -0.077 0.005 0.082 0.074
H 2.47670 -4.18014 1.65138 0.001 -0.067 -0.033 0.121
H 4.76927 -3.83004 2.48560 0.010 -0.087 0.021 0.103
H 5.71604 -1.56350 2.63626 0.080 0.044 -0.001 0.096
H 4.33318 0.39021 1.95093 0.019 0.194 -0.003 0.116
C -3.13610 0.52440 4.23021 0.250 -0.112 0.110 -0.032
N -3.54299 1.08335 2.96149 0.106 -0.106 0.177 -0.187
C -4.87412 1.62652 2.90711 -0.195 0.157 -0.103 -0.048
C -2.73315 1.04032 1.90135 -0.320 0.181 -0.375 -0.313
O -1.61041 0.55526 1.91020 0.565 -0.517 0.040 -0.114
H -3.14435 1.29189 5.00608 -0.016 0.018 -0.011 0.096
H -2.12852 0.13082 4.12340 -0.033 -0.035 0.068 0.081
H -3.81684 -0.27716 4.52436 0.009 -0.010 -0.005 0.095
H -4.96856 2.47202 3.59416 -0.043 -0.048 -0.043 0.095
H -5.59929 0.85818 3.19027 0.001 0.088 -0.034 0.095
H -5.09375 1.96581 1.89674 -0.031 0.014 -0.001 0.090
H -3.17250 1.49229 0.99571 0.122 -0.105 0.051 0.148
```
Positions in Å, forces in eV/Å.

Output
**Multiplicity**: 2
**Charge**: 0
**Kohn-Sham gap (spin up / spin down)**: 5.4 / 5.8 eV
**HOMO (spin up / spin down)**: -0.2490 / -0.2542 hartree
**ΔE to the lowest compared entry with this formula, charge and spin**: 50.9 kcal/mol



(2)
Formula: C25H34GeMnNOP
Source: the Open Molecules 2025 dataset
Level of theory: ωB97M-V with the def2-TZVPD basis set

Geometry as XYZ:
```
64
Properties=species:S:1:pos:R:3:forces:R:3:lowdin_charge:R:1
Mn 0.15085 0.56798 -0.20889 -0.327 0.198 -0.193 0.592
O 2.21821 0.32825 0.11052 -0.285 0.187 0.378 -0.147
C 2.55403 1.43020 0.99643 0.295 0.368 0.072 -0.190
C 3.27198 2.53692 0.24619 -0.158 -0.167 -0.159 -0.138
C 2.60807 2.83440 -1.10426 0.040 0.012 0.151 -0.121
C 1.20802 3.38497 -1.02934 0.192 0.010 -0.112 -0.248
C 1.02600 4.76126 -0.94962 -0.108 0.014 -0.006 0.016
C -0.24206 5.30296 -1.04873 0.014 -0.094 0.016 -0.001
C -1.30719 4.44530 -1.29179 -0.007 0.035 -0.007 -0.023
C -1.06852 3.09108 -1.31784 -0.097 0.068 0.002 -0.118
N 0.15425 2.54790 -1.13506 -0.185 -0.686 0.126 0.044
H 3.02883 -0.10258 -0.18700 -0.171 -0.211 -0.194 0.143
H 3.15145 1.06742 1.83267 -0.118 -0.098 0.016 0.141
H 1.59669 1.79092 1.39772 0.025 -0.068 0.007 0.107
H 4.30750 2.24059 0.06751 0.018 0.038 0.016 0.131
H 3.29458 3.42898 0.87444 0.035 -0.013 0.036 0.135
H 2.59926 1.93409 -1.71824 0.004 0.038 -0.060 0.118
H 3.21868 3.56832 -1.62859 0.000 -0.018 -0.030 0.134
H 1.88979 5.40396 -0.84364 0.023 -0.035 -0.006 0.135
H -0.39591 6.37087 -0.97093 0.016 0.005 -0.051 0.131
H -2.30770 4.82012 -1.45500 -0.001 -0.024 0.012 0.126
H -1.87660 2.40001 -1.51200 0.019 -0.007 0.074 0.110
C -1.58066 -0.10737 3.43195 -0.238 0.274 -0.110 -0.206
Ge -2.26291 1.22936 2.16303 0.416 0.043 0.002 0.828
C -1.47409 3.01813 2.43212 -0.199 -0.422 0.036 -0.198
C -4.20395 1.26840 1.89921 0.293 -0.040 0.066 -0.201
C -1.54204 0.64517 0.31902 -0.150 0.050 0.372 -0.241
H -2.00515 0.07007 4.41963 -0.016 0.033 -0.002 0.038
H -0.49589 -0.03233 3.50517 -0.058 0.025 0.071 0.012
H -1.84904 -1.11526 3.11749 0.016 0.018 0.014 0.028
H -1.52546 3.27855 3.48891 0.034 0.038 -0.009 0.034
H -2.02489 3.76423 1.86357 0.017 0.034 -0.040 0.022
H -0.42969 3.02323 2.11680 0.010 0.059 0.037 0.000
H -4.69560 1.51671 2.83981 0.028 0.003 0.015 0.036
H -4.58211 0.30252 1.56571 0.022 -0.006 0.002 0.028
H -4.47139 2.03078 1.16781 0.019 -0.012 -0.013 0.030
H -2.45020 0.42147 -0.25047 0.239 -0.009 -0.351 0.000
C -2.20377 -2.07699 -1.14547 0.109 0.378 -0.036 -0.206
P -0.45726 -1.63259 -0.84787 0.025 -0.516 0.011 1.006
C -0.01405 -2.62336 0.60986 0.055 0.265 -0.097 -0.361
C -0.14930 -4.01117 0.58582 0.018 0.006 0.007 -0.073
C 0.23338 -4.75738 1.68787 -0.032 -0.074 -0.042 -0.039
C 0.77400 -4.13226 2.80441 -0.009 0.055 0.039 -0.038
C 0.88602 -2.75041 2.84622 0.054 0.047 0.049 -0.056
C 0.47961 -2.00041 1.75460 -0.081 -0.089 -0.290 -0.132
C 0.40177 -2.41018 -2.24760 0.048 0.326 0.103 -0.360
C 1.58871 -3.11773 -2.05707 -0.065 0.050 0.012 -0.090
C 2.17839 -3.76998 -3.12838 0.067 0.026 0.014 -0.053
C 1.60051 -3.70427 -4.38822 0.031 0.022 -0.012 -0.044
C 0.43455 -2.97684 -4.58573 0.000 0.043 -0.057 -0.051
C -0.16056 -2.31934 -3.52246 0.003 -0.004 0.112 -0.088
H -2.65007 -1.43565 -1.90523 -0.039 -0.019 0.015 0.057
H -2.76224 -1.98980 -0.21366 -0.004 0.033 -0.021 0.060
H -2.23954 -3.10715 -1.49429 0.023 -0.037 0.026 0.069
H -0.54049 -4.50857 -0.29308 0.019 -0.030 -0.005 0.120
H 0.11351 -5.83242 1.67571 0.036 0.004 -0.019 0.122
H 1.10041 -4.72247 3.65005 -0.030 -0.009 0.002 0.122
H 1.28898 -2.26297 3.72441 -0.038 -0.006 0.014 0.119
H 0.50572 -0.91421 1.80531 0.180 -0.007 0.037 0.057
H 2.03257 -3.18841 -1.07229 0.005 -0.042 0.024 0.107
H 3.08774 -4.33528 -2.97438 -0.002 -0.002 -0.020 0.118
H 2.06565 -4.21410 -5.22112 -0.024 -0.025 0.007 0.120
H -0.01365 -2.92418 -5.56867 0.013 0.009 0.000 0.119
H -1.06768 -1.74942 -3.68308 -0.017 -0.043 -0.046 0.106
```
Positions in Å, forces in eV/Å.

Output
**Multiplicity**: 2
**Charge**: +2
**Kohn-Sham gap (spin up / spin down)**: 7.3 / 8.2 eV
**HOMO (spin up / spin down)**: -0.5363 / -0.5341 hartree



(3)
Formula: C25H34NOSiTi
Source: the Open Molecules 2025 dataset
Level of theory: ωB97M-V with the def2-TZVPD basis set

Geometry as XYZ:
```
63
Properties=species:S:1:pos:R:3:forces:R:3:lowdin_charge:R:1
C 2.31694 -0.50192 2.36332 0.108 0.381 -0.720 -0.123
C 2.38721 -1.21106 1.12073 0.768 1.036 -0.368 -0.142
C 2.09391 -0.29524 0.05746 0.763 0.313 1.003 -0.125
H 2.74161 -2.23404 0.99070 -0.412 0.371 0.095 0.137
C 1.86292 0.99643 0.64631 0.274 -0.693 0.464 -0.135
C 2.02980 0.86986 2.06977 -0.227 -0.196 -0.530 -0.152
H 1.66966 1.92393 0.10883 -0.022 -0.335 0.191 0.110
C -0.92045 -1.95932 2.79734 -0.168 -0.169 -0.774 -0.109
C 0.24934 -2.59411 2.27642 -0.833 -0.189 0.042 -0.129
C 0.10961 -2.71053 0.85331 -1.066 0.279 0.159 -0.080
H 1.06254 -2.99201 2.88046 -0.247 0.181 -0.252 0.135
C -1.14038 -2.10672 0.48385 0.305 -0.271 1.215 -0.251
C -1.78856 -1.65962 1.69361 0.852 -0.172 -0.214 -0.089
H 2.14847 -0.51083 -1.00969 -0.193 0.023 0.283 0.120
H 2.05128 1.68706 2.78926 -0.215 -0.333 -0.275 0.109
H 2.53078 -0.90245 3.35649 -0.185 0.106 -0.446 0.138
H -2.77244 -1.19427 1.74211 0.442 -0.114 0.086 0.115
H 0.77966 -3.20938 0.15188 -0.176 0.314 0.402 0.135
H -1.14366 -1.78287 3.84678 0.125 0.016 -0.315 0.121
Ti 0.20990 -0.47695 1.37152 0.266 -0.337 0.005 0.817
C -1.63609 -1.82499 -0.91048 -0.205 0.159 -0.297 -0.481
C -3.15327 -2.06473 -0.94207 -0.071 -0.187 -0.113 -0.015
C -0.95938 -2.73670 -1.94313 -0.128 0.012 0.075 -0.012
H -3.35536 -3.09352 -0.61721 -0.004 0.228 0.016 0.107
H -3.52008 -1.92242 -1.96070 -0.025 -0.122 0.411 0.082
H -3.68455 -1.37172 -0.28160 0.009 -0.099 -0.098 0.091
H -1.12572 -3.78435 -1.66639 0.079 0.156 -0.137 0.106
H 0.11904 -2.55140 -2.01850 -0.107 -0.038 0.009 0.087
H -1.41530 -2.55320 -2.92132 0.148 -0.103 0.150 0.097
C -1.26376 -0.34588 -1.22310 0.059 -0.201 0.240 -0.051
C -1.82134 0.15975 -2.55041 -0.657 0.234 -1.293 -0.444
H -0.15902 -0.24283 -1.24760 -0.275 -0.043 -0.069 0.097
H -1.65044 0.34518 -0.44220 -0.042 -0.159 -0.088 0.140
O -2.75716 -0.37948 -3.13775 0.995 0.541 0.646 0.060
N -1.24036 1.27130 -3.09304 -0.152 0.203 0.498 0.069
C -0.08655 2.00540 -2.59441 -0.097 -0.208 -0.055 -0.130
H -1.71413 1.62074 -3.91694 0.112 -0.168 0.085 0.161
C 1.23647 1.40709 -3.04808 0.169 -0.107 -0.150 -0.229
C 2.42136 2.04737 -2.67060 -0.020 -0.289 -0.056 -0.067
H 2.35232 2.96916 -2.08546 0.174 -0.241 -0.158 0.120
C 3.65627 1.51405 -3.03944 -0.164 0.043 -0.018 -0.071
H 4.57069 2.01388 -2.71937 -0.199 -0.154 -0.162 0.111
C 3.71311 0.35418 -3.82130 -0.152 -0.025 0.082 -0.078
H 4.67772 -0.05056 -4.12803 -0.259 0.107 0.103 0.109
C 2.53161 -0.27826 -4.21578 -0.132 0.238 0.165 -0.069
H 2.55214 -1.17800 -4.82952 0.104 0.230 0.123 0.110
C 1.29110 0.24808 -3.83201 0.198 0.155 0.178 -0.041
H 0.36282 -0.22669 -4.15962 0.363 0.101 0.097 0.115
H -0.11815 2.03388 -1.49127 -0.023 0.094 -0.312 0.106
H -0.15507 3.04847 -2.93949 -0.065 -0.345 0.134 0.142
C -2.82517 1.29554 2.96709 -0.001 -0.180 -0.225 -0.223
Si -0.93795 1.35691 2.90949 0.067 0.141 0.526 0.544
C -0.49743 3.11588 2.37158 0.061 -0.079 -0.181 -0.218
C -0.33607 1.11837 4.69097 0.091 -0.103 -0.055 -0.208
H -3.24876 1.38952 1.95665 -0.039 0.003 0.242 0.029
H -3.20516 2.13046 3.57624 0.134 -0.223 -0.173 0.045
H -3.18945 0.35749 3.40667 0.016 0.224 -0.061 0.028
H -1.01504 3.83956 3.01958 0.116 -0.189 -0.187 0.044
H 0.58014 3.31353 2.43012 -0.243 0.043 -0.024 0.020
H -0.82082 3.29348 1.33569 0.063 0.086 0.206 0.026
H -0.79879 1.87345 5.34541 0.109 -0.204 -0.182 0.045
H -0.60674 0.12474 5.07449 0.057 0.267 -0.003 0.020
H 0.75414 1.22129 4.77238 -0.223 -0.007 0.056 0.023
```
Positions in Å, forces in eV/Å.

Output
**Charge**: +1
**Kohn-Sham gap (spin up / spin down)**: 7.4 / 7.4 eV
**HOMO (spin up / spin down)**: -0.4274 / -0.4274 hartree
**ΔE to the lowest compared entry with this formula, charge and spin**: 1.3 kcal/mol



Which of these has the lowest charge? C25H34FN2ORuS2



Among the records above, which one has the highest charge? C25H34GeMnNOP